The following is a quantum chemistry calculation of the ion C4H8NO2 with charge -1, from the Open Molecules 2025 dataset.

E_HOMO: -2.417 eV
Kohn-Sham gap: 6.41 eV
SMILES: N[C@H](C=O)CC[O-]
Relative energy (zero: lowest compared OMol25 entry of this formula, charge and spin): 404.4 kJ/mol
LUMO level: 0.147 Ha

Geometry as ORCA input:
```
! RIJCOSX wB97M-V def2-TZVPD def2/J DEFGRID3
* xyz -1 1
N -1.13 -1.21 -0.28
C -0.70 0.12 0.07
C -1.24 1.14 -0.84
O -0.65 2.19 -0.86
C 0.79 0.48 0.49
C 1.61 -0.70 0.92
O 1.11 -1.82 0.36
H -0.53 -1.84 0.33
H -1.03 -1.41 -1.28
H -1.32 0.38 1.06
H -2.12 1.17 -1.42
H 0.83 1.35 1.20
H 1.16 1.02 -0.52
H 2.66 -0.69 0.69
H 1.73 -0.77 2.09
*
```